ORCA calculation (ωB97M-V/def2-TZVPD) on a structure of composition C26H29BrFeIN2OPSTe4 at a distorted geometry.

Each line ends with the natural charge from an NBO analysis.
Cartesian coordinates (Å):
Fe: -0.26248 0.78949 -2.27259  0.94
Te: -0.45778 -1.06296 -4.53506  0.02
Te: 1.03226 0.51957 -6.02454  0.14
Te: 1.47985 2.29821 -4.01092  0.03
Te: -0.99822 3.11110 -3.38486  -0.42
C: 2.35767 1.22356 5.80148  -0.64
C: 2.25177 1.67839 4.36471  0.03
C: 1.01585 1.70811 3.70889  -0.21
C: 0.91570 2.11220 2.38639  -0.22
C: 2.06996 2.49419 1.70655  -0.23
C: 3.30943 2.45517 2.32945  -0.21
C: 3.39106 2.05698 3.65782  -0.20
S: 2.02322 2.96997 0.00741  1.29
C: 1.00492 4.41970 0.13162  -0.82
O: 1.19909 1.92764 -0.71143  -1.05
H: 1.39762 1.29402 6.31130  0.22
H: 3.08574 1.81956 6.35348  0.23
H: 2.68550 0.18165 5.85132  0.23
H: 0.11556 1.41568 4.24869  0.22
H: -0.05150 2.11702 1.88520  0.23
H: 4.20504 2.74282 1.78581  0.23
H: 4.35929 2.03770 4.15339  0.23
H: 0.06238 4.14886 0.60830  0.23
H: 0.82533 4.76930 -0.88348  0.26
H: 1.54477 5.17144 0.71744  0.25
C: 2.09749 -0.80888 0.41669  -0.92
P: 1.39938 -0.92020 -1.28249  0.78
C: 2.94933 -0.80148 -2.23330  -0.94
C: 1.03268 -2.71596 -1.40290  -0.26
C: 1.38881 -3.47937 -2.51461  -0.25
C: 1.01394 -4.81873 -2.61083  -0.18
C: 0.28040 -5.41472 -1.59675  -0.20
C: -0.06917 -4.67231 -0.47479  -0.20
C: 0.30095 -3.33555 -0.38221  -0.25
H: 1.33849 -0.62009 1.17927  0.24
H: 2.80516 0.01670 0.44433  0.25
H: 2.61881 -1.73612 0.64384  0.24
H: 3.67535 -1.52026 -1.84696  0.24
H: 3.33547 0.20609 -2.11477  0.25
H: 2.78938 -0.98199 -3.29422  0.24
H: 1.97805 -3.04089 -3.31323  0.22
H: 1.30259 -5.39497 -3.48288  0.23
H: -0.01155 -6.45620 -1.67416  0.23
H: -0.63137 -5.13317 0.32858  0.23
H: 0.03146 -2.77864 0.51200  0.20
I: -4.13884 -4.13147 -0.75548  0.20
C: -3.97015 -2.26945 -1.65087  -0.19
C: -5.08755 -1.61437 -2.14146  -0.18
C: -4.91783 -0.36374 -2.71380  -0.23
C: -3.64827 0.18368 -2.76582  0.04
N: -2.57117 -0.44749 -2.29252  -0.50
C: -2.72838 -1.66285 -1.75230  -0.01
H: -6.06818 -2.07198 -2.08494  0.24
H: -5.76133 0.18154 -3.11678  0.24
H: -3.47345 1.16097 -3.20478  0.22
H: -1.83334 -2.16750 -1.39628  0.21
Br: -3.52666 1.53129 3.93641  0.13
C: -2.69348 1.31521 2.27442  -0.07
C: -2.86610 2.26031 1.28048  -0.27
C: -2.19825 2.06984 0.07852  0.05
N: -1.39775 1.02606 -0.15774  -0.50
C: -1.26509 0.12655 0.81639  0.04
C: -1.89073 0.21758 2.04521  -0.23
H: -3.49745 3.12811 1.42896  0.25
H: -2.29709 2.79315 -0.72248  0.22
H: -0.60926 -0.71239 0.60819  0.20
H: -1.74734 -0.54567 2.79967  0.24

Properties
spin multiplicity: 6
ΔE to the lowest compared entry with this formula, charge and spin: 0.83 kcal/mol
total charge: +1
LUMO (spin up / spin down): -2.92 / -4.59 eV
HOMO (spin up / spin down): -9.65 / -10.17 eV
electronic energy: -194283.753 eV
gap between HOMO and LUMO (spin up / spin down): 6.738 / 5.580 eV